# 1
Molecular formula: C31H18MnN5O8
Method: DFT, the ωB97M-V functional and the def2-TZVPD basis

ORCA input file:
```
! RIJCOSX wB97M-V def2-TZVPD def2/J DEFGRID3
* xyz -1 6
Mn -0.06 0.37 -0.59
O -1.14 -0.27 6.14
C -0.13 -0.39 5.49
O 1.06 -0.68 5.97
C 0.02 -0.27 4.01
C -1.19 0.06 3.36
C -1.19 0.14 1.99
N -0.07 -0.14 1.26
C 1.14 -0.28 1.88
C 1.21 -0.37 3.25
C 2.26 -0.27 0.95
C 3.60 -0.51 1.30
C 4.56 -0.48 0.32
C 4.20 -0.20 -1.00
C 2.88 0.03 -1.29
N 1.94 -0.01 -0.34
C -2.32 0.55 1.14
C -3.62 0.76 1.60
C -4.58 1.16 0.70
C -4.25 1.33 -0.64
C -2.95 1.10 -1.04
N -2.02 0.73 -0.17
H -2.06 0.28 3.96
H 2.16 -0.49 3.74
H 3.86 -0.72 2.32
H 5.59 -0.68 0.57
H 4.94 -0.17 -1.79
H 2.52 0.28 -2.28
H -3.86 0.62 2.64
H -5.59 1.34 1.04
H -4.99 1.64 -1.37
H -2.61 1.21 -2.06
O 0.42 3.42 1.72
C 0.35 3.38 0.50
N 0.30 2.22 -0.27
C 0.18 2.52 -1.60
O 0.02 1.46 -2.33
C 0.19 3.93 -1.79
C 0.10 4.78 -2.90
C 0.15 6.14 -2.69
C 0.28 6.68 -1.40
C 0.36 5.86 -0.30
C 0.31 4.48 -0.48
H 0.00 4.37 -3.90
H 0.08 6.81 -3.54
H 0.32 7.76 -1.27
H 0.46 6.26 0.70
O -2.47 -1.98 -1.28
C -1.27 -2.26 -1.29
O -0.29 -1.43 -1.25
C -0.85 -3.72 -1.34
C -1.82 -4.71 -1.42
C -1.46 -6.05 -1.46
C -0.13 -6.43 -1.41
C 0.82 -5.41 -1.33
C 0.50 -4.07 -1.30
N 2.24 -5.79 -1.28
O 2.51 -6.98 -1.27
O 3.07 -4.91 -1.25
H -2.85 -4.40 -1.46
H -2.23 -6.82 -1.52
H 0.18 -7.46 -1.43
H 1.25 -3.30 -1.23
*
```

The orbital gap (alpha / beta) is 0.145 / 0.196 Ha. Its energy relative to the best compared isomer or geometry (same formula, charge and spin) is 128.2 kcal/mol. Its expectation value of S² is 8.81. For the LUMO energy (alpha / beta), the calculation gives 1.54 / -0.29 eV. The calculation puts the maximum force at 1.90 eV/A. Its energy is -87589.7638 eV.

Löwdin population analysis, charges in e, atoms 1 to 8: Mn 0.8233; O 0.0825; C -0.5625; O 0.2121; C -0.1205; C 0.0576; C -0.1751; N 0.0230



# 2
Molecular formula: C31H18MnN5O8
Method: DFT, the ωB97M-V functional and the def2-TZVPD basis

ORCA input file:
```
! RIJCOSX wB97M-V def2-TZVPD def2/J DEFGRID3
* xyz -1 6
Mn 0.07 -0.12 -0.67
O -0.92 6.23 -3.29
C 0.20 5.76 -3.02
O 1.34 6.25 -3.13
C 0.17 4.32 -2.47
C -1.03 3.65 -2.30
C -1.03 2.36 -1.81
N 0.12 1.73 -1.51
C 1.29 2.37 -1.67
C 1.35 3.66 -2.16
C 2.49 1.56 -1.33
C 3.79 2.03 -1.45
C 4.84 1.18 -1.12
C 4.56 -0.11 -0.69
C 3.24 -0.50 -0.58
N 2.24 0.32 -0.90
C -2.25 1.54 -1.61
C -3.53 2.00 -1.88
C -4.60 1.15 -1.67
C -4.37 -0.13 -1.20
C -3.07 -0.51 -0.96
N -2.04 0.31 -1.15
H -1.94 4.18 -2.56
H 2.27 4.19 -2.30
H 3.98 3.03 -1.80
H 5.86 1.52 -1.21
H 5.35 -0.80 -0.42
H 2.95 -1.48 -0.24
H -3.69 3.01 -2.24
H -5.61 1.49 -1.87
H -5.19 -0.82 -1.03
H -2.82 -1.50 -0.58
O -0.14 -3.21 1.77
C -0.05 -3.15 0.54
N 0.01 -1.99 -0.22
C 0.10 -2.28 -1.56
O 0.16 -1.20 -2.30
C 0.10 -3.68 -1.76
C 0.17 -4.52 -2.89
C 0.15 -5.88 -2.68
C 0.05 -6.43 -1.38
C -0.01 -5.62 -0.27
C 0.01 -4.24 -0.45
H 0.24 -4.11 -3.88
H 0.20 -6.55 -3.54
H 0.04 -7.51 -1.27
H -0.08 -6.03 0.73
O -1.64 1.83 1.32
C -0.75 1.15 1.79
O 0.17 0.52 1.12
C -0.63 0.96 3.28
C -1.36 1.78 4.12
C -1.29 1.62 5.50
C -0.47 0.64 6.04
C 0.26 -0.16 5.18
C 0.20 -0.03 3.81
N 1.15 -1.18 5.76
O 1.00 -1.45 6.94
O 1.92 -1.74 5.02
H -2.00 2.53 3.68
H -1.86 2.27 6.16
H -0.39 0.49 7.11
H 0.75 -0.69 3.16
*
```

The orbital gap (alpha / beta) is 0.175 / 0.269 Ha. Its energy relative to the best compared isomer or geometry (same formula, charge and spin) is 54.3 kcal/mol. Its expectation value of S² is 8.81. For the LUMO energy (alpha / beta), the calculation gives 1.44 / 1.28 eV. The calculation puts the maximum force at 0.68 eV/A. Its energy is -87592.9661 eV.

Löwdin population analysis, charges in e, atoms 1 to 8: Mn 0.9821; O -0.0398; C -0.6918; O -0.0361; C -0.0657; C 0.0754; C -0.1538; N 0.0802



# 3
Molecular formula: C31H18MnN5O8
Method: DFT, the ωB97M-V functional and the def2-TZVPD basis

ORCA input file:
```
! RIJCOSX wB97M-V def2-TZVPD def2/J DEFGRID3
* xyz -1 6
Mn 0.23 -0.65 0.39
O -4.92 4.23 -0.42
C -5.11 3.06 -0.07
O -6.15 2.44 0.22
C -3.82 2.21 0.06
C -3.88 0.89 0.50
C -2.71 0.17 0.62
N -1.51 0.69 0.33
C -1.44 1.97 -0.04
C -2.57 2.76 -0.20
C -0.06 2.52 -0.13
C 0.25 3.64 -0.90
C 1.54 4.12 -0.87
C 2.48 3.50 -0.06
C 2.08 2.38 0.66
N 0.85 1.89 0.62
C -2.67 -1.21 1.17
C -3.80 -2.01 1.27
C -3.68 -3.28 1.80
C -2.44 -3.73 2.22
C -1.36 -2.88 2.07
N -1.47 -1.65 1.58
H -4.85 0.50 0.75
H -2.52 3.80 -0.49
H -0.50 4.08 -1.54
H 1.82 4.97 -1.48
H 3.50 3.85 0.00
H 2.79 1.85 1.28
H -4.76 -1.65 0.91
H -4.55 -3.92 1.88
H -2.30 -4.72 2.62
H -0.36 -3.19 2.34
O 2.20 -1.06 1.34
C 2.82 -0.73 0.31
N 2.20 -0.30 -0.79
C 3.14 0.09 -1.73
O 2.93 0.59 -2.81
C 4.51 -0.16 -1.13
C 5.78 0.04 -1.63
C 6.85 -0.29 -0.81
C 6.65 -0.81 0.47
C 5.36 -1.01 0.97
C 4.31 -0.68 0.14
H 5.92 0.45 -2.62
H 7.87 -0.15 -1.16
H 7.50 -1.06 1.08
H 5.19 -1.41 1.96
O -0.19 -4.21 -1.88
C -0.08 -2.99 -1.80
O -0.11 -2.31 -0.71
C 0.16 -2.20 -3.08
C 0.56 -2.88 -4.23
C 0.84 -2.19 -5.40
C 0.72 -0.81 -5.44
C 0.30 -0.16 -4.30
C 0.01 -0.82 -3.12
N 0.18 1.31 -4.32
O 0.58 1.90 -5.31
O -0.31 1.85 -3.35
H 0.65 -3.95 -4.17
H 1.16 -2.73 -6.28
H 0.95 -0.24 -6.33
H -0.30 -0.26 -2.26
*
```

The orbital gap (alpha / beta) is 0.282 / 0.278 Ha. Its energy relative to the best compared isomer or geometry (same formula, charge and spin) is 18.4 kcal/mol. Its expectation value of S² is 8.75. For the LUMO energy (alpha / beta), the calculation gives 1.92 / 1.80 eV. The calculation puts the maximum force at 0.22 eV/A. Its energy is -87594.5238 eV.

Löwdin population analysis, charges in e, atoms 1 to 8: Mn 0.9567; O -0.0379; C -0.6919; O -0.0437; C -0.0695; C 0.0586; C -0.1802; N 0.0814